(1)
Here is a structure of composition C10H17CdClF3N4O in a non-equilibrium geometry from OMol25. Energies are from ωB97M-V/def2-TZVPD.

Its energy relative to the best compared isomer or geometry (same formula, charge and spin) is 6.5 kcal/mol. For the HOMO energy, the calculation gives -0.42001 hartree. The value obtained for the HOMO-LUMO gap is 0.3028 Eh.

Structure (ORCA input):
```
! wB97M-V def2-TZVPD RIJCOSX def2/J DEFGRID3
* xyz 1 1
Cd 1.555 -0.186 -1.435
N 2.343 2.275 2.909
C 2.221 0.803 3.090
C 1.893 0.223 1.696
N 1.950 -1.206 1.515
H 2.398 2.778 3.800
H 1.539 2.623 2.362
H 3.174 2.492 2.341
H 1.429 0.605 3.812
H 3.164 0.398 3.463
H 2.633 0.638 1.007
H 0.887 0.556 1.423
H 1.361 -1.702 2.179
H 2.904 -1.540 1.610
F -0.086 1.965 -0.102
C 1.106 1.935 -0.833
F 1.961 2.617 0.054
F 0.915 2.798 -1.850
Cl 4.465 0.086 -0.568
C 3.531 -1.072 -1.566
H 3.645 -2.038 -1.076
H 4.044 -1.104 -2.530
N -5.747 -0.675 -0.700
C -4.986 -0.840 -1.802
O -5.459 -0.881 -2.914
C -3.493 -0.952 -1.605
C -2.838 -0.970 -0.377
C -1.455 -1.025 -0.356
N -0.708 -1.062 -1.455
C -1.331 -1.083 -2.633
C -2.708 -1.040 -2.754
H -6.737 -0.560 -0.848
H -5.403 -0.641 0.242
H -3.378 -0.951 0.555
H -0.909 -1.054 0.580
H -0.694 -1.143 -3.510
H -3.187 -1.070 -3.721
*
```


(2)
Here is a cluster of 2 separate species, C24H23N2O3 in total in a non-equilibrium geometry from OMol25. Energies are from ωB97M-V/def2-TZVPD.

Its energy relative to the best compared isomer or geometry (same formula, charge and spin) is 37.5 kcal/mol. For the HOMO energy, the calculation gives -0.42531 hartree. The value obtained for the HOMO-LUMO gap is 0.2136 Eh.

Structure (ORCA input):
```
! wB97M-V def2-TZVPD RIJCOSX def2/J DEFGRID3
* xyz 1 1
C -3.138 0.024 2.654
C -1.790 0.300 2.032
O -0.775 -0.098 3.000
C 0.475 0.162 2.545
C 1.503 -0.250 3.465
N 2.746 0.032 3.100
N 3.876 0.201 2.991
O 0.689 0.695 1.458
H -3.916 0.282 1.933
H -3.240 -1.036 2.916
H -3.282 0.630 3.557
H -1.661 -0.292 1.113
H -1.683 1.371 1.809
H 1.277 -0.575 4.476
C -1.614 0.562 10.177
C -0.917 -0.238 9.126
C -1.489 -0.326 7.849
C -0.862 -1.031 6.845
C 0.355 -1.743 7.084
C 0.953 -2.373 5.968
C 2.181 -3.083 5.888
C 3.285 -2.944 6.778
C 4.402 -3.761 6.654
C 4.527 -4.589 5.535
O 5.657 -5.385 5.347
C 5.767 -6.563 6.097
C 5.712 -7.770 5.394
C 5.710 -8.965 6.108
C 5.844 -8.954 7.500
C 5.943 -7.738 8.182
C 5.882 -6.526 7.487
C 3.508 -4.669 4.576
C 2.344 -3.970 4.784
C 0.843 -1.760 8.426
C 0.265 -0.946 9.392
H -0.988 0.671 11.064
H -1.857 1.556 9.790
H -2.560 0.095 10.481
H -2.442 0.174 7.665
H -1.286 -1.052 5.839
H 0.354 -2.368 5.054
H 3.268 -2.176 7.552
H 5.177 -3.761 7.423
H 5.625 -7.737 4.308
H 5.608 -9.904 5.564
H 5.858 -9.892 8.054
H 6.060 -7.710 9.267
H 5.915 -5.565 8.002
H 3.642 -5.329 3.721
H 1.519 -4.080 4.078
H 1.672 -2.418 8.683
H 0.715 -0.869 10.386
*
```


(3)
Here is a structure of composition C28H24BCsF4N6O7 in a non-equilibrium geometry from OMol25. Energies are from ωB97M-V/def2-TZVPD.

For the HOMO energy, the calculation gives -0.02344 hartree. The value obtained for the HOMO-LUMO gap is 0.1411 Eh.

Structure (ORCA input):
```
! wB97M-V def2-TZVPD RIJCOSX def2/J DEFGRID3
* xyz -2 1
Cs 0.191 0.022 0.456
O 3.984 2.232 2.571
C 2.860 2.100 2.033
N 1.832 1.384 2.444
C 1.550 1.101 3.754
C 1.764 2.057 4.767
C 1.332 1.876 6.068
C 0.674 0.700 6.410
C 0.462 -0.267 5.444
C 0.875 -0.109 4.108
N 0.525 -1.016 3.138
C 0.497 -2.319 3.345
O 1.120 -2.987 4.202
C -0.395 -3.089 2.388
C -0.294 -4.480 2.367
C -1.161 -5.211 1.577
C -2.127 -4.536 0.846
C -2.156 -3.155 0.934
N -1.319 -2.439 1.678
C 2.627 2.817 0.716
C 3.685 3.531 0.152
C 3.469 4.242 -1.014
C 2.205 4.219 -1.586
C 1.219 3.481 -0.952
N 1.412 2.802 0.171
H 2.281 2.967 4.484
H 1.497 2.650 6.812
H 0.326 0.542 7.427
H -0.050 -1.187 5.699
H 0.467 -4.940 2.981
H -1.089 -6.292 1.531
H -2.825 -5.064 0.210
H -2.899 -2.586 0.380
H 4.647 3.496 0.644
H 4.277 4.788 -1.487
H 1.993 4.747 -2.508
H 0.216 3.426 -1.370
O -1.631 -1.590 -3.397
C -1.397 -0.292 -3.304
O -0.344 0.256 -3.492
C -2.659 0.458 -2.929
C -3.676 0.592 -3.874
C -4.808 1.289 -3.494
C -4.881 1.819 -2.218
C -3.805 1.654 -1.345
N -2.715 0.976 -1.717
C -3.746 2.198 0.041
O -4.883 2.797 0.510
O -2.793 2.149 0.746
H -0.792 -2.106 -3.560
H -3.573 0.161 -4.860
H -5.626 1.412 -4.191
H -5.773 2.363 -1.934
H -5.599 2.700 -0.124
F 1.652 -3.570 -2.437
B 0.387 -3.928 -2.923
F -0.596 -3.761 -1.937
F 0.384 -5.241 -3.417
F 0.033 -3.032 -3.998
C 3.919 -0.807 -3.608
N 4.424 -0.655 -2.257
C 5.234 -1.729 -1.735
C 4.003 0.373 -1.482
O 3.288 1.277 -1.863
H 4.739 -0.747 -4.330
H 3.208 -0.007 -3.796
H 3.412 -1.769 -3.710
H 6.165 -1.814 -2.304
H 4.697 -2.679 -1.796
H 5.478 -1.529 -0.692
H 4.381 0.308 -0.445
*
```


(4)
Here is the molecule C3H6ClNOS in a non-equilibrium geometry from OMol25. Energies are from ωB97M-V/def2-TZVPD.

Its energy relative to the best compared isomer or geometry (same formula, charge and spin) is 8.5 kcal/mol. The SMILES is CS[C@H](Cl)C(N)=O. For the HOMO energy, the calculation gives -0.32662 hartree. The value obtained for the HOMO-LUMO gap is 0.3536 Eh.

Structure (ORCA input):
```
! wB97M-V def2-TZVPD RIJCOSX def2/J DEFGRID3
* xyz 0 1
C -1.280 0.295 -0.027
C 2.041 0.021 -0.882
C 0.010 0.375 0.959
N -2.253 -0.601 0.260
O -1.325 1.041 -0.982
S 1.364 -0.792 0.514
Cl -0.597 0.029 2.501
H 1.045 0.318 -1.410
H 2.680 -0.655 -1.414
H 2.662 0.962 -0.642
H 0.529 1.410 0.809
H -2.214 -1.396 0.889
H -2.663 -1.007 -0.576
*
```


(5)
Here is a structure of composition C24H38AsN2RuS4SbSi from OMol25. Energies are from ωB97M-V/def2-TZVPD.

Its energy relative to the best compared isomer or geometry (same formula, charge and spin) is 0.0 kcal/mol. For the HOMO energy (spin up / spin down), the calculation gives -0.36757 / -0.36743 hartree. The value obtained for the HOMO-LUMO gap (spin up / spin down) is 0.2276 / 0.2286 Eh.

Structure (ORCA input):
```
! wB97M-V def2-TZVPD RIJCOSX def2/J DEFGRID3
* xyz 1 2
Ru 1.507 -0.519 0.183
S 1.009 -3.606 2.481
Sb 0.308 -3.731 0.337
S -0.781 -1.365 0.212
S 2.180 -2.418 -0.664
C 5.678 -0.636 1.552
C 4.370 -0.986 1.196
N 3.590 -0.165 0.518
C 4.053 1.053 0.175
C 5.346 1.484 0.484
C 6.168 0.594 1.195
C 5.761 2.790 0.061
C 4.925 3.588 -0.634
C 3.595 3.161 -0.964
C 2.704 3.948 -1.710
C 1.462 3.450 -2.002
C 1.100 2.189 -1.522
N 1.902 1.430 -0.793
C 3.153 1.903 -0.540
H 6.280 -1.346 2.099
H 3.948 -1.945 1.465
H 7.178 0.887 1.455
H 6.763 3.119 0.307
H 5.244 4.570 -0.960
H 3.006 4.930 -2.052
H 0.749 4.013 -2.587
H 0.124 1.792 -1.745
C -0.630 -0.624 -3.002
Si -1.881 -0.935 -1.637
C -2.954 -2.439 -2.111
C -3.697 -3.047 -0.914
C -2.075 -3.547 -2.712
C -3.961 -2.014 -3.192
C -2.881 0.637 -1.160
C -2.132 1.514 -0.141
C -3.153 1.464 -2.425
C -4.220 0.286 -0.495
H -1.014 0.022 -3.794
H -0.333 -1.568 -3.457
H 0.286 -0.203 -2.596
H -3.007 -3.350 -0.122
H -4.232 -3.944 -1.240
H -4.431 -2.371 -0.482
H -1.376 -3.959 -1.982
H -1.506 -3.219 -3.581
H -2.716 -4.370 -3.040
H -4.701 -1.306 -2.819
H -4.504 -2.894 -3.547
H -3.468 -1.566 -4.059
H -1.079 1.672 -0.366
H -2.166 1.067 0.853
H -2.614 2.495 -0.085
H -2.231 1.829 -2.885
H -3.757 2.340 -2.169
H -3.698 0.898 -3.181
H -4.084 -0.369 0.368
H -4.920 -0.192 -1.180
H -4.693 1.206 -0.139
C 0.954 -1.205 5.023
As 0.030 -0.082 3.769
C -1.685 -0.874 3.432
C -0.341 1.554 4.715
S 1.384 0.594 2.218
H 0.315 -1.338 5.896
H 1.882 -0.715 5.308
H 1.157 -2.161 4.549
H -2.146 -1.001 4.413
H -1.541 -1.836 2.950
H -2.283 -0.213 2.811
H -0.990 1.342 5.563
H -0.828 2.250 4.035
H 0.597 1.982 5.064
*
```


(6)
Here is a cluster of 4 separate species, C5H19N2O3 in total in a non-equilibrium geometry from OMol25. Energies are from ωB97M-V/def2-TZVPD.

Its energy relative to the best compared isomer or geometry (same formula, charge and spin) is 42.0 kcal/mol. For the HOMO energy (spin up / spin down), the calculation gives -0.62438 / -0.61798 hartree. The value obtained for the HOMO-LUMO gap (spin up / spin down) is 0.3312 / 0.1755 Eh.

Structure (ORCA input):
```
! wB97M-V def2-TZVPD RIJCOSX def2/J DEFGRID3
* xyz 2 2
N 1.153 -1.451 -1.087
C 0.593 -0.147 -0.580
C 0.563 -0.118 0.936
C 0.375 1.231 1.515
C 0.873 2.417 1.010
C -0.812 0.054 -1.149
N -0.804 -0.292 -2.563
H 0.909 -1.553 -2.082
H 2.186 -1.489 -0.964
H 0.733 -2.237 -0.586
H 1.237 0.628 -0.995
H -0.224 -0.769 1.337
H 1.520 -0.495 1.354
H -0.210 1.256 2.430
H 1.488 2.497 0.121
H 0.716 3.352 1.536
H -1.097 1.091 -0.940
H -1.551 -0.549 -0.625
H -0.661 0.535 -3.139
H -1.668 -0.724 -2.845
H 4.454 -1.161 -0.064
H 4.575 -1.248 -1.561
O 3.922 -1.133 -0.850
H -3.463 1.927 0.862
H -2.847 0.526 1.154
O -2.826 1.296 0.524
H -2.798 -0.893 3.101
H -3.559 -1.541 1.991
O -2.774 -1.005 2.159
*
```


| no. | E_tot (eV) |
| --- | --- |
| 1 | -43886.31962 |
| 2 | -34374.82024 |
| 3 | -64803.21113 |
| 4 | -30103.09617 |
| 5 | -149660.98723 |
| 6 | -14597.72515 |